# 1
ORCA calculation (wB97M-V/def2-TZVPD) on a molecular structure, C37H46BBrF4N10OPS2Tl.

Element x y z (Å)
Tl: 0.32 0.70 0.14
C: 4.87 -0.35 -0.26
N: 4.50 0.30 0.99
C: 5.09 0.07 2.21
C: 4.48 0.90 3.09
N: 3.52 1.62 2.42
B: 2.63 2.63 3.26
N: 1.79 3.60 2.38
C: 2.19 4.89 2.12
C: 1.15 5.57 1.60
N: 0.09 4.69 1.54
C: -1.28 5.06 1.23
C: 0.51 3.49 2.02
S: -0.52 2.10 2.15
C: 3.54 1.24 1.14
S: 2.60 1.83 -0.19
H: 5.49 -1.21 -0.03
H: 5.42 0.34 -0.90
H: 3.97 -0.67 -0.79
H: 5.90 -0.63 2.33
H: 4.66 1.04 4.14
H: 1.90 1.99 3.97
H: 3.40 3.30 3.89
H: 3.19 5.22 2.35
H: 1.05 6.60 1.30
H: -1.27 5.94 0.60
H: -1.83 5.27 2.15
H: -1.77 4.24 0.71
F: -4.96 -5.43 -1.45
C: -4.38 -4.31 -1.09
C: -5.10 -3.13 -1.03
F: -6.39 -3.13 -1.33
C: -4.47 -1.96 -0.64
F: -5.23 -0.87 -0.57
C: -3.12 -1.92 -0.33
P: -2.34 -0.34 0.17
C: -2.98 -0.11 1.85
C: -4.21 0.47 2.14
C: -4.65 0.53 3.45
C: -3.88 -0.01 4.47
C: -2.66 -0.62 4.18
C: -2.21 -0.66 2.87
C: -3.08 0.90 -0.93
C: -3.37 2.18 -0.46
C: -3.84 3.16 -1.32
C: -4.01 2.87 -2.67
C: -3.71 1.60 -3.15
C: -3.25 0.62 -2.29
C: -2.42 -3.13 -0.35
Br: -0.64 -3.22 0.22
C: -3.04 -4.30 -0.74
F: -2.36 -5.45 -0.77
H: -4.84 0.87 1.35
H: -5.61 0.98 3.68
H: -4.23 0.03 5.49
H: -2.07 -1.05 4.97
H: -1.27 -1.14 2.64
H: -3.23 2.41 0.59
H: -4.08 4.14 -0.94
H: -4.38 3.63 -3.34
H: -3.86 1.37 -4.20
H: -3.06 -0.37 -2.67
N: 0.27 0.07 -2.13
C: 0.99 0.84 -3.17
C: 0.31 2.15 -3.53
C: 0.43 3.24 -2.48
N: -0.32 2.89 -1.26
H: 0.69 -0.87 -2.10
H: -0.70 -0.05 -2.41
H: 1.08 0.22 -4.07
H: 2.01 1.02 -2.81
H: -0.75 1.97 -3.76
H: 0.76 2.51 -4.46
H: 0.09 4.19 -2.89
H: 1.48 3.37 -2.21
H: -1.31 2.84 -1.48
H: -0.21 3.63 -0.57
C: -0.07 -3.79 -3.61
N: 1.36 -4.05 -3.47
C: 1.85 -5.24 -4.16
C: 2.12 -3.31 -2.67
C: 3.56 -3.72 -2.48
O: 1.69 -2.30 -2.07
H: -0.64 -4.67 -3.32
H: -0.31 -3.54 -4.65
H: -0.35 -2.96 -2.97
H: 1.24 -5.40 -5.04
H: 1.78 -6.13 -3.52
H: 2.88 -5.11 -4.48
H: 3.66 -4.79 -2.27
H: 3.97 -3.15 -1.65
H: 4.14 -3.51 -3.38
N: 2.23 -1.35 5.08
C: 2.16 -1.61 3.76
C: 1.44 -0.76 2.89
N: 1.43 -0.97 1.59
C: 2.11 -2.03 1.10
C: 2.77 -2.87 1.97
N: 2.80 -2.68 3.29
H: 1.72 -0.59 5.49
H: 2.67 -2.03 5.68
H: 0.90 0.10 3.26
H: 2.11 -2.18 0.03
H: 3.29 -3.75 1.60

Properties
F_max   0.54 eV Å⁻¹
Lowest unoccupied orbital energy   -0.2163 hartree
Energy relative to the best compared isomer or geometry (same formula, charge and spin)   0.0 kcal per mole
Total charge   +2
Orbital gap   7.1 eV
HOMO energy   -12.97 eV


# 2
ORCA calculation (wB97M-V/def2-TZVPD) on a single C4H11NS2 molecule.

Element x y z (Å)
S: 2.75 1.02 1.43
S: 2.15 0.67 -0.54
C: 1.22 -0.93 -0.52
C: 0.29 -1.02 0.71
N: -0.57 0.14 0.92
C: -1.30 0.97 -0.04
C: -2.09 0.30 -1.16
H: 3.81 0.18 1.49
H: 0.62 -0.89 -1.42
H: 1.92 -1.76 -0.57
H: -0.39 -1.87 0.55
H: 0.79 -1.23 1.66
H: -0.21 0.71 1.66
H: -0.62 1.69 -0.55
H: -1.85 1.57 0.66
H: -2.26 1.13 -1.84
H: -1.38 -0.36 -1.68
H: -2.89 -0.32 -0.77

Properties
F_max   2.02 eV Å⁻¹
Lowest unoccupied orbital energy   0.0173 hartree
Energy relative to the best compared isomer or geometry (same formula, charge and spin)   22.9 kcal per mole
Orbital gap   8.7 eV
HOMO energy   -8.24 eV